Entry i
C4H6O | ωB97M-V with the def2-TZVPD basis set

```
! wB97M-V def2-TZVPD RIJCOSX def2/J DEFGRID3
* xyz 0 1
C -0.28772 -1.49772 -0.32547
O -0.96457 -0.43557 0.30883
C 1.15585 1.42652 0.71495
C 0.06850 1.51540 -0.00614
C -0.96850 0.79236 -0.33973
H 0.55347 -1.17589 -0.95835
H -1.00540 -2.05406 -0.93407
H 0.10843 -2.15028 0.45983
H 1.10715 1.54856 1.79297
H 2.05548 1.02697 0.25961
H -1.82270 1.00373 -0.97242
*
```

Values from the calculation:
SMILES ... C=C=COC
E_LUMO ... 0.031 Ha
Orbital gap ... 10.2 eV

---

Entry ii
C4H6O | ωB97M-V with the def2-TZVPD basis set

```
! wB97M-V def2-TZVPD RIJCOSX def2/J DEFGRID3
* xyz 0 1
C -1.11229 -0.90002 -0.60719
C -1.69503 -0.04923 0.56737
C -0.41847 0.47582 -0.53764
C 0.89283 0.79186 0.03891
O -1.59510 1.11420 -0.26815
H -0.68825 -1.86342 -0.19851
H -1.76337 -1.09489 -1.48817
H -1.31068 -0.07514 1.53444
H 0.85680 1.85249 0.65007
H 1.57198 0.98085 -0.73224
H 1.17572 0.05475 0.82393
*
```

Values from the calculation:
SMILES ... C[C@@]12C[C@@H]1O2
E_LUMO ... 0.033 Ha
Orbital gap ... 8.7 eV

---

The structure with the least stability is entry ii.